Entry 1:
{
  "formula": "C5H8FNO",
  "method": "ωB97M-V with the def2-TZVPD basis set",
  "smiles": "N[C@]12C[C@@H]1OC[C@H]2F",
  "homo_ev": -8.90,
  "total_energy_ev": -11565.7398,
  "orbital_gap_ev": 9.893,
  "elements": ["F", "O", "N", "C", "C", "C", "C", "C", "H", "H", "H", "H", "H", "H", "H", "H"],
  "positions_angstrom": [[-1.781, -1.154, 0.065], [0.131, 1.276, -0.958], [1.201, 0.515, 1.282], [0.547, -0.483, 0.457], [-0.945, -0.241, 0.683], [1.535, -1.059, -0.567], [-1.038, 1.151, -0.082], [0.507, -0.089, -1.023], [2.541, -0.828, -0.314], [1.551, 1.280, 0.737], [1.951, 0.096, 1.801], [-1.970, 1.190, -0.705], [-1.039, 1.975, 0.615], [-1.216, -0.166, 1.745], [1.396, -2.007, -1.043], [-0.277, -0.645, -1.548]],
  "mulliken_charge": [-0.33, -0.47, -0.64, 0.46, -0.03, -0.62, -0.51, -0.20, 0.30, 0.24, 0.25, 0.32, 0.33, 0.40, 0.24, 0.26]
}

---

Entry 2:
{
  "formula": "C2H7PS",
  "method": "ωB97M-V with the def2-TZVPD basis set",
  "homo_ev": [-7.54, -7.49],
  "total_energy_ev": -22307.8342,
  "orbital_gap_ev": [7.949, 7.829],
  "elements": ["S", "P", "C", "C", "H", "H", "H", "H", "H", "H", "H"],
  "positions_angstrom": [[1.695, -1.102, 0.050], [-1.758, -0.944, -0.059], [-1.210, 0.695, 0.265], [1.360, 0.564, 0.298], [-1.372, 1.428, -0.510], [1.588, 1.247, -0.498], [1.501, 0.896, 1.307], [-1.361, 1.066, 1.267], [1.510, -1.115, -1.275], [-0.699, -1.666, 0.511], [-1.255, -1.069, -1.357]],
  "mulliken_charge": [-0.16, 0.00, -0.67, -0.60, 0.31, 0.32, 0.32, 0.35, 0.14, 0.01, -0.01]
}

---

Entry 3:
{
  "formula": "C32H62N2O24",
  "method": "ωB97M-V with the def2-TZVPD basis set",
  "smiles": "COC(=O)OC.COC(=O)OC.COC(=O)OC.COC(=O)OC.COC(=O)OC.COC(=O)OC.COC(=O)OC.COC(=O)OC.CCCC#N.CCCC#N",
  "homo_ev": -9.61,
  "total_energy_ev": -86294.2795,
  "orbital_gap_ev": 9.966,
  "elements": ["O", "O", "O", "O", "O", "O", "O", "O", "O", "O", "O", "O", "O", "O", "O", "O", "O", "O", "O", "O", "O", "O", "O", "O", "N", "N", "C", "C", "C", "C", "C", "C", "C", "C", "C", "C", "C", "C", "C", "C", "C", "C", "C", "C", "C", "C", "C", "C", "C", "C", "C", "C", "C", "C", "C", "C", "C", "C", "H", "H", "H", "H", "H", "H", "H", "H", "H", "H", "H", "H", "H", "H", "H", "H", "H", "H", "H", "H", "H", "H", "H", "H", "H", "H", "H", "H", "H", "H", "H", "H", "H", "H", "H", "H", "H", "H", "H", "H", "H", "H", "H", "H", "H", "H", "H", "H", "H", "H", "H", "H", "H", "H", "H", "H", "H", "H", "H", "H", "H", "H"],
  "positions_angstrom": [[-6.551, 0.400, -2.483], [1.531, 0.053, 0.269], [-2.180, -2.630, -3.575], [-1.033, 1.648, -5.210], [-5.400, -0.701, -4.201], [-3.724, 6.342, -2.991], [4.272, 0.027, 5.234], [-1.659, 1.925, 0.690], [6.193, -1.378, 5.565], [3.333, 1.437, -0.598], [1.034, -4.010, -1.973], [-0.189, 1.314, 2.202], [-4.768, 4.214, -2.818], [-2.235, -1.616, -1.406], [-7.645, -1.342, -3.473], [-0.719, 2.088, -2.870], [1.051, 1.941, -4.525], [3.187, 0.745, 1.744], [1.214, -6.047, -0.803], [-3.809, 4.995, -1.003], [6.240, 1.016, 6.097], [-4.139, -2.704, -2.320], [-2.239, 0.022, 2.179], [0.092, -4.515, 0.269], [0.601, 4.686, -1.599], [1.268, -3.033, 4.464], [0.869, 4.006, 0.863], [0.761, -4.782, -0.853], [-1.363, 1.133, 1.738], [3.626, -1.165, 4.846], [2.714, 0.695, 0.498], [-0.215, 1.884, -4.154], [0.780, 0.092, -0.978], [-7.537, -2.443, -4.351], [-2.830, -2.300, -2.522], [4.957, -5.323, 4.589], [-2.652, 1.556, -0.212], [-0.880, -2.106, -3.810], [-2.972, 5.915, -0.302], [0.414, 0.307, 3.064], [4.532, 1.156, 1.914], [3.005, -4.517, 3.153], [2.325, 4.259, 1.331], [-6.572, -0.536, -3.356], [2.593, 3.828, 2.784], [1.998, -3.713, 3.836], [-5.314, 4.488, -4.079], [5.558, -0.083, 5.581], [-5.415, 1.221, -2.315], [3.643, -5.677, 3.943], [2.147, 2.192, -3.620], [-4.712, -2.466, -1.021], [1.948, -6.534, -1.817], [-2.437, 1.378, -4.992], [7.605, 0.818, 6.561], [-0.027, -3.174, 0.545], [-4.060, 5.179, -2.308], [0.683, 4.402, -0.522], [2.467, 1.452, -2.911], [2.436, 2.828, 2.967], [3.750, -3.799, 2.766], [-5.988, 3.689, -4.266], [-3.684, 1.512, 0.232], [-2.669, 2.361, -1.021], [2.017, 4.444, 3.377], [-0.224, -0.348, -0.791], [2.622, 5.289, 1.183], [-0.486, -2.455, -4.703], [7.623, 0.019, 7.342], [-2.067, 6.140, -0.853], [2.028, -7.561, -1.468], [1.898, 3.154, -2.986], [1.400, 0.310, 3.396], [3.663, 4.143, 2.912], [-0.138, 0.328, 4.022], [1.517, -6.457, -2.837], [-7.276, -1.996, -5.303], [2.501, -4.813, 2.206], [0.068, -2.554, -0.377], [-4.861, -1.386, -0.886], [0.274, -0.734, 2.844], [-1.145, -1.092, -4.075], [3.135, 3.791, 0.735], [-4.064, -2.824, -0.214], [5.324, 0.447, 1.773], [2.631, -1.028, 5.246], [2.848, -5.966, -1.866], [-5.252, 1.739, -3.201], [-0.986, -2.884, 0.934], [0.758, 1.124, -1.259], [3.633, -1.336, 3.817], [3.063, 2.407, -4.146], [8.140, 0.471, 5.713], [5.614, -4.934, 3.818], [1.209, -0.460, -1.765], [-5.755, -2.933, -0.975], [-4.486, 4.469, -4.775], [-8.534, -2.919, -4.568], [4.065, -2.082, 5.240], [-6.798, -3.196, -4.077], [4.917, -4.557, 5.345], [-3.488, 6.809, 0.066], [-2.517, 5.429, 0.581], [-2.880, 2.301, -4.687], [3.730, -6.562, 3.333], [-2.764, 0.628, -4.187], [4.676, 2.071, 1.312], [4.685, 1.451, 2.933], [-5.586, 1.946, -1.569], [8.167, 1.787, 6.804], [-5.940, 5.372, -4.030], [-2.444, 0.537, -0.531], [2.905, -6.024, 4.741], [0.150, 4.564, 1.478], [-4.578, 0.491, -2.000], [5.491, -6.155, 5.096], [-2.883, 1.058, -5.860], [0.700, 2.919, 0.840], [0.769, -2.793, 1.259], [-0.224, -2.141, -3.007]],
  "mulliken_charge": [-0.43, 0.22, -0.41, -0.43, -0.61, -0.64, -0.24, 0.05, -0.62, -0.66, -0.60, -0.06, -0.07, 0.01, -0.35, -0.06, -0.40, 0.13, -0.33, -0.23, -0.29, -0.27, -0.70, -0.30, -0.62, -0.61, 1.05, 0.84, 0.51, -0.81, -0.04, 0.45, -0.01, -0.59, 0.50, -1.18, 0.06, 0.08, -0.72, -0.83, -0.97, 0.45, -0.43, 0.81, -1.22, 0.15, -0.84, 0.69, 0.19, -0.49, -0.40, -0.53, -0.68, -0.38, -0.59, 0.20, 0.72, -0.04, 0.16, -0.03, 0.32, 0.24, 0.36, 0.00, 0.58, -0.80, 0.62, 0.36, 0.27, 0.37, 0.24, 0.12, 0.07, 0.35, 0.59, 0.28, 0.29, -0.17, -0.12, 0.14, 0.32, -0.18, 0.23, 0.27, 0.33, 0.32, 0.33, 0.05, 0.34, 0.29, 0.27, 0.38, 0.30, 0.33, 0.58, 0.21, 0.33, 0.24, 0.44, 0.26, 0.25, 0.33, 0.17, 0.22, 0.39, -0.02, 0.35, 0.35, 0.30, 0.24, 0.39, -0.20, 0.29, 0.51, -0.25, 0.36, 0.39, -0.99, -0.26, -0.10]
}

---

Entry 4:
{
  "formula": "H6NO",
  "method": "ωB97M-V with the def2-TZVPD basis set",
  "homo_ev": -16.24,
  "total_charge": 1,
  "total_energy_ev": -3627.8557,
  "orbital_gap_ev": 11.639,
  "elements": ["O", "N", "H", "H", "H", "H", "H", "H"],
  "positions_angstrom": [[2.081, -2.173, -0.642], [0.000, 0.000, 0.000], [0.080, 0.900, 0.512], [2.344, -1.358, -0.158], [-0.228, -0.759, 0.670], [-0.753, 0.072, -0.711], [2.931, -2.569, -0.940], [0.901, -0.212, -0.470]],
  "mulliken_charge": [-0.64, -0.52, 0.40, 0.31, 0.41, 0.39, 0.34, 0.30]
}